1.
59
Properties=species:S:1:pos:R:3:forces:R:3 method="wB97M-V/def2-TZVPD" orbital_gap_ha=0.193 multiplicity=1 homo_ha=-0.213 energy_ha=-1209.32709 total_charge=0 relative_energy_kj_mol=38.48
C -0.176 -1.174 5.331 -0.24 0.42 0.49
C -0.933 -1.183 4.026 -0.44 -0.33 0.52
C -1.929 -0.059 3.816 0.18 0.04 0.43
N -0.738 -2.066 3.167 0.87 0.00 -1.30
Al 0.710 -1.615 2.023 -0.34 -0.67 0.21
C 1.441 -3.200 0.967 0.02 0.80 0.16
O 2.658 -3.732 1.550 -0.01 -0.07 0.19
C 3.801 -3.077 1.084 -0.50 -0.37 -0.34
O 4.860 -3.211 1.964 0.13 0.03 -0.05
C 4.832 -2.358 3.087 0.60 -0.21 0.49
C 5.052 -0.911 2.739 -0.76 0.02 -0.43
O 5.370 -0.170 3.904 -0.05 0.34 0.04
H -0.728 -0.743 6.166 -0.18 0.09 0.06
H 0.710 -0.565 5.197 0.34 0.22 -0.07
H 0.146 -2.165 5.599 0.10 -0.41 -0.05
H -2.037 0.068 2.753 -0.08 0.25 -0.44
H -1.576 0.845 4.305 -0.05 0.32 -0.05
H -2.898 -0.306 4.237 -0.19 -0.13 0.18
H 0.199 -0.399 1.038 -0.08 0.02 -0.13
H 1.910 -0.990 2.891 0.19 0.13 0.13
H 0.742 -4.019 0.882 -0.24 -0.44 0.14
H 1.634 -2.897 -0.068 0.19 -0.05 -0.33
H 3.547 -2.041 0.849 0.06 0.36 0.20
H 4.129 -3.551 0.158 0.15 -0.12 -0.24
H 3.943 -2.484 3.688 -0.55 -0.02 -0.01
H 5.665 -2.650 3.715 0.27 -0.27 0.11
H 5.808 -0.839 1.962 0.48 0.11 0.07
H 4.129 -0.537 2.317 -0.27 0.29 -0.21
H 4.688 0.509 3.985 0.26 -0.21 0.15
C 0.270 3.588 -3.690 -0.08 -0.05 -0.08
C -1.075 3.321 -4.364 0.20 0.08 0.13
C -2.269 3.440 -3.414 0.00 -0.10 -0.36
C -2.390 2.423 -2.287 -0.08 0.34 0.02
N -2.567 0.977 -2.690 -0.15 -0.33 0.08
C -1.219 0.296 -2.841 0.18 0.00 0.05
C -0.851 -0.128 -1.437 -0.07 0.03 -0.01
C -2.167 -0.644 -0.873 -0.06 -0.08 0.12
C -3.247 0.205 -1.546 0.15 -0.23 0.19
C -3.391 0.825 -3.919 0.08 0.13 0.03
H 0.441 2.940 -2.828 0.03 0.02 0.01
H 1.086 3.421 -4.393 0.04 0.01 0.03
H 0.334 4.621 -3.348 -0.01 0.00 0.05
H -1.048 2.344 -4.854 -0.06 0.00 -0.02
H -1.212 4.048 -5.166 -0.04 -0.02 -0.02
H -3.197 3.453 -3.991 0.00 -0.01 0.01
H -2.221 4.420 -2.934 0.00 -0.04 0.12
H -3.267 2.681 -1.698 0.00 0.01 0.00
H -1.529 2.466 -1.623 -0.01 -0.13 0.03
H -1.362 -0.565 -3.494 -0.05 0.01 -0.02
H -0.511 0.985 -3.292 -0.09 0.00 -0.10
H -0.490 0.713 -0.845 0.11 -0.07 0.01
H -0.076 -0.889 -1.415 0.08 0.08 -0.01
H -2.199 -0.570 0.212 0.08 -0.01 0.01
H -2.306 -1.695 -1.126 0.01 0.00 -0.02
H -3.708 0.919 -0.871 0.02 0.08 -0.05
H -4.026 -0.416 -1.979 -0.06 0.11 -0.08
H -2.875 1.261 -4.768 -0.03 0.07 -0.02
H -4.350 1.314 -3.760 -0.03 0.00 -0.06
H -3.537 -0.236 -4.098 -0.03 -0.02 0.03

***

2.
67
Properties=species:S:1:pos:R:3:forces:R:3 method="wB97M-V/def2-TZVPD" orbital_gap_ha=0.300 multiplicity=1 smiles=OP(Cl)BCCSc1nnco1.COCCOC.COCCOC.COCCOC homo_ha=-0.335 energy_ha=-2567.70129 total_charge=0
O 7.978 0.599 1.668 -0.10 0.25 -0.19
P 8.881 1.146 0.412 0.37 -0.06 0.12
Cl 9.638 -0.612 -0.387 -0.08 0.01 -0.04
B 7.748 1.753 -0.987 -0.23 0.05 -0.16
C 6.498 2.686 -0.814 0.03 -0.50 0.45
C 5.683 2.490 0.462 -0.02 0.08 -0.22
S 4.198 3.547 0.509 -0.20 0.11 -0.02
C 3.005 2.387 -0.008 0.11 0.17 -0.12
N 2.141 2.473 -0.964 0.28 -0.01 0.23
N 1.394 1.301 -0.912 0.05 -0.44 0.53
C 1.872 0.605 0.065 0.08 0.64 -0.45
O 2.902 1.232 0.696 -0.42 -0.35 -0.16
H 7.138 0.235 1.373 -0.07 -0.22 0.16
H 8.143 1.541 -2.089 0.19 0.10 0.03
H 5.846 2.532 -1.669 -0.10 0.15 -0.25
H 6.841 3.720 -0.860 0.11 0.18 -0.20
H 6.238 2.717 1.363 0.17 0.07 0.11
H 5.350 1.461 0.534 -0.14 -0.16 0.16
H 1.578 -0.369 0.406 -0.06 -0.22 -0.03
C 0.517 -4.663 -3.205 -0.02 -0.04 -0.01
O -0.163 -5.081 -2.036 0.01 0.10 0.01
C 0.631 -5.026 -0.864 -0.10 -0.11 -0.03
C 0.364 -3.780 -0.048 0.09 0.09 0.08
O 0.738 -2.597 -0.739 0.01 -0.03 -0.05
C -0.361 -1.941 -1.358 0.02 0.19 0.07
H -0.232 -4.490 -3.976 -0.02 -0.04 0.01
H 1.073 -3.737 -3.042 0.01 0.00 0.01
H 1.205 -5.442 -3.550 0.04 0.03 0.00
H 1.694 -5.090 -1.118 0.02 0.02 0.00
H 0.377 -5.901 -0.257 0.02 0.00 0.01
H 0.964 -3.827 0.867 -0.01 -0.02 0.01
H -0.690 -3.732 0.242 -0.02 0.00 -0.01
H -0.947 -1.408 -0.601 -0.12 -0.04 -0.07
H -1.009 -2.641 -1.889 0.01 -0.04 0.03
H 0.041 -1.217 -2.066 0.05 0.01 0.04
C -5.431 -0.321 1.851 -0.03 -0.01 0.01
O -5.172 -1.209 2.928 0.08 0.01 -0.05
C -4.848 -2.525 2.518 -0.10 0.05 0.15
C -3.354 -2.766 2.517 0.02 -0.09 -0.17
O -2.694 -1.949 1.564 0.04 0.04 0.05
C -2.112 -0.789 2.130 0.07 -0.03 -0.02
H -5.404 0.692 2.248 -0.02 -0.01 0.03
H -4.680 -0.405 1.064 0.00 0.00 0.00
H -6.424 -0.510 1.429 0.02 -0.01 -0.04
H -5.261 -2.731 1.526 0.02 0.00 -0.03
H -5.315 -3.215 3.228 0.00 -0.01 -0.02
H -3.164 -3.809 2.244 -0.01 0.00 0.02
H -2.942 -2.598 3.517 -0.01 0.02 0.02
H -1.175 -1.038 2.644 -0.02 0.01 0.04
H -2.788 -0.297 2.832 -0.01 0.00 0.01
H -1.897 -0.100 1.316 0.00 -0.02 -0.01
C -4.295 2.250 -1.344 -0.02 -0.06 0.02
O -3.400 2.013 -0.274 0.01 0.05 -0.04
C -2.031 2.076 -0.653 -0.08 -0.03 0.20
C -1.406 3.407 -0.296 0.13 0.09 -0.17
O -1.983 4.478 -1.029 -0.13 -0.04 0.03
C -2.957 5.203 -0.303 0.05 0.03 -0.03
H -5.277 2.443 -0.914 0.00 -0.04 0.02
H -3.996 3.115 -1.939 0.02 0.00 -0.01
H -4.362 1.371 -1.994 0.01 0.03 -0.04
H -1.911 1.872 -1.721 -0.01 0.03 -0.03
H -1.508 1.289 -0.105 0.08 0.02 -0.08
H -0.344 3.375 -0.549 0.00 -0.01 -0.01
H -1.495 3.590 0.780 -0.05 -0.03 0.02
H -2.480 5.871 0.423 -0.03 -0.02 0.04
H -3.651 4.541 0.220 0.00 -0.01 0.01
H -3.516 5.807 -1.016 0.03 0.02 -0.02

***

3.
73
Properties=species:S:1:pos:R:3:forces:R:3 method="wB97M-V/def2-TZVPD" orbital_gap_ha="0.276 / 0.217" multiplicity=2 homo_ha="-0.404 / -0.402" energy_ha=-2712.31651 total_charge=+1
N 4.760 0.943 -0.984 1.11 -1.82 -0.04
H 3.964 1.502 -1.255 -0.79 1.69 -1.01
H 4.306 0.146 -0.561 -0.01 -0.43 1.45
H 5.451 1.445 -0.444 -0.20 0.07 0.61
H 5.268 0.463 -1.713 0.04 0.47 -1.01
N -0.275 0.671 -1.596 -0.44 1.13 -0.91
H -0.852 1.498 -1.660 -0.59 0.06 -0.15
H -0.643 0.040 -0.898 -0.08 -0.36 0.78
H 0.673 0.998 -1.477 0.58 -0.36 0.47
H -0.266 0.204 -2.492 -0.23 -0.66 -0.84
N 1.557 3.520 1.127 -0.59 0.30 0.92
H 1.920 4.452 1.271 0.35 0.44 -0.32
H 1.868 3.132 0.248 0.76 -0.14 -0.95
H 0.550 3.593 1.137 -0.46 0.03 -0.14
H 1.822 2.913 1.890 0.26 -0.39 0.18
C 1.994 2.465 -3.460 4.58 1.63 7.58
C 1.197 2.915 -4.392 -3.22 -2.48 -8.02
C 0.641 4.332 -4.404 -3.11 0.66 -3.96
O -0.109 4.843 -5.350 2.04 -2.11 1.51
C 0.708 5.142 -3.325 1.28 0.63 2.48
C 1.503 4.720 -2.195 1.48 -0.13 2.11
C 2.405 3.335 -2.335 -3.85 -0.53 -2.76
O 3.069 2.929 -1.378 0.73 0.34 1.47
O 1.494 5.342 -1.109 0.06 -1.42 -1.59
O 0.930 2.068 -5.357 -0.08 3.45 2.63
H 2.451 1.491 -3.366 -0.29 -0.26 -0.75
H 0.205 6.096 -3.276 -0.05 -0.01 -0.13
B 1.999 -0.281 0.149 -1.31 -0.97 -1.81
F 1.957 0.943 0.688 -0.36 2.83 1.58
F 3.017 -0.979 0.608 2.25 -1.71 1.56
F 0.766 -0.897 0.202 -0.72 -0.67 0.96
F 2.238 -0.107 -1.226 0.52 0.50 -1.80
C 1.160 -4.188 -0.983 0.99 -0.92 -2.07
C 2.382 -3.498 -1.659 -2.11 2.76 -2.12
C 1.965 -3.151 -3.213 1.23 -0.86 0.85
S 0.166 -3.028 -3.380 0.94 0.55 2.59
O -0.322 -4.150 -4.092 -0.51 -0.62 -1.70
O -0.285 -1.653 -3.653 0.59 -1.41 0.52
C -0.094 -3.526 -1.638 0.06 0.95 1.57
H 1.209 -4.175 0.106 -0.26 0.46 -0.10
H 1.225 -5.238 -1.267 -0.43 -0.20 0.04
H 3.423 -3.796 -1.780 -0.32 -0.80 0.88
H 2.333 -2.489 -1.249 0.71 -0.05 0.30
H 2.318 -3.985 -3.821 -0.52 -0.14 -0.20
H 2.551 -2.303 -3.567 -0.54 0.34 0.09
H -1.000 -4.115 -1.494 0.08 -0.12 -0.57
H -0.288 -2.593 -1.110 0.04 0.15 0.10
C -5.812 0.510 3.837 -0.01 0.04 -1.39
C -5.445 -0.688 2.921 -1.32 -0.13 0.17
O -4.733 -0.322 1.692 3.65 -0.94 -0.03
P -3.100 -0.653 1.550 -1.76 0.03 0.07
O -2.450 -0.369 0.247 -0.60 -0.07 0.50
O -2.544 0.234 2.712 -0.25 0.19 1.01
C -1.306 0.928 2.693 -0.25 0.76 1.15
C -0.979 1.271 4.201 -0.12 -0.25 -1.64
O -2.832 -2.144 2.108 -2.24 1.10 -1.19
C -1.568 -2.458 2.566 1.58 -1.16 2.91
C -1.580 -3.830 3.347 -0.43 0.35 -1.08
H -6.440 1.159 3.227 0.44 0.50 -0.16
H -6.498 0.327 4.665 0.41 -0.86 0.14
H -4.917 1.022 4.191 -0.14 0.06 -0.01
H -4.993 -1.504 3.486 0.49 0.10 -0.30
H -6.329 -1.091 2.428 -0.34 -0.09 0.71
H -0.595 0.295 2.162 0.45 0.36 0.20
H -1.535 1.844 2.147 0.49 0.21 -0.24
H -0.560 0.366 4.643 -0.27 0.26 0.45
H -0.303 2.115 4.342 0.45 -0.19 -0.38
H -1.894 1.646 4.660 -0.12 -0.60 0.13
H -0.787 -2.315 1.819 -0.14 -0.55 -0.30
H -1.293 -1.831 3.414 0.00 0.92 -0.25
H -2.335 -4.481 2.907 0.51 -0.39 -0.42
H -0.570 -4.239 3.380 -0.17 -0.27 -0.31
H -1.912 -3.783 4.384 0.05 0.77 0.02